No. 1
The following is a DFT calculation (ωB97M-V/def2-TZVPD) of a cluster of 10 separate species, C29H48ClO27 in total in a non-equilibrium geometry.

- HOMO energy: -0.3171 Ha
- Largest force on an atom: 1.4 eV/A
- Frontier orbital gap: 10.583 eV
- Calculated total energy: -3625.518291 Ha
- Lowest unoccupied orbital energy: 1.9555 eV

ORCA input file:
```
! RIJCOSX wB97M-V def2-TZVPD def2/J DEFGRID3
* xyz -1 1
Cl 0.230 0.608 -0.579
O -0.141 0.829 -1.956
O 1.664 0.679 -0.450
O -0.442 1.605 0.237
O -0.228 -0.693 -0.130
O 3.625 3.141 0.100
H 3.225 2.348 -0.270
H 2.885 3.674 0.412
C 1.789 0.733 3.158
C 2.134 1.863 4.094
C 1.581 3.240 3.686
O 0.840 3.674 4.818
C 0.782 2.693 5.757
O 0.164 2.807 6.766
O 1.437 1.603 5.340
H 2.260 0.903 2.184
H 0.719 0.815 2.962
H 2.051 -0.252 3.534
H 3.199 1.911 4.325
H 0.900 3.109 2.842
H 2.370 3.939 3.425
C -1.878 1.506 3.664
C -3.034 0.869 2.931
C -2.718 -0.474 2.252
O -3.697 -1.380 2.745
C -4.454 -0.777 3.681
O -5.333 -1.291 4.288
O -4.073 0.509 3.863
H -1.266 2.012 2.914
H -1.279 0.739 4.160
H -2.230 2.172 4.450
H -3.488 1.535 2.197
H -1.731 -0.827 2.553
H -2.755 -0.372 1.170
C -0.835 -2.760 -3.290
C -1.102 -2.216 -4.657
C -1.482 -0.725 -4.689
O -0.665 -0.177 -5.721
C 0.246 -1.090 -6.120
O 1.062 -0.877 -6.960
O 0.120 -2.234 -5.436
H -1.733 -2.861 -2.682
H -0.176 -2.091 -2.725
H -0.240 -3.671 -3.364
H -1.813 -2.793 -5.253
H -1.235 -0.236 -3.744
H -2.545 -0.565 -4.859
C -2.891 3.767 -0.012
C -4.049 2.982 -0.576
C -3.650 1.604 -1.128
O -4.551 0.695 -0.500
C -5.299 1.338 0.426
O -6.088 0.803 1.131
O -4.998 2.653 0.459
H -2.560 3.320 0.928
H -3.078 4.826 0.149
H -2.037 3.671 -0.690
H -4.563 3.577 -1.333
H -2.618 1.350 -0.878
H -3.774 1.564 -2.208
C 3.452 -2.739 2.600
C 2.867 -2.218 1.315
C 3.858 -1.770 0.226
O 3.278 -2.295 -0.979
C 2.313 -3.186 -0.670
O 1.702 -3.853 -1.443
O 2.167 -3.274 0.661
H 4.121 -3.574 2.376
H 2.696 -3.094 3.298
H 4.041 -1.970 3.106
H 2.166 -1.407 1.527
H 4.817 -2.275 0.352
H 3.932 -0.689 0.184
C 3.436 -1.460 -4.425
C 3.347 -0.073 -5.004
C 2.317 0.827 -4.323
O 3.019 2.014 -3.975
C 4.348 1.787 -4.036
O 5.191 2.539 -3.668
O 4.595 0.593 -4.608
H 3.610 -1.358 -3.355
H 4.207 -2.053 -4.909
H 2.487 -1.989 -4.536
H 3.371 0.009 -6.087
H 2.007 0.311 -3.405
H 1.396 1.062 -4.845
C -2.975 -3.631 0.216
C -1.521 -3.984 0.473
C -0.959 -3.433 1.782
O -0.289 -4.541 2.374
C -0.686 -5.678 1.777
O -0.350 -6.769 2.110
O -1.514 -5.409 0.747
H -3.152 -2.566 0.067
H -3.597 -3.973 1.042
H -3.300 -4.173 -0.674
H -0.911 -3.789 -0.408
H -1.794 -3.125 2.423
H -0.314 -2.560 1.705
C 0.433 4.884 0.392
O 1.730 5.199 0.912
H -0.133 4.169 0.990
H -0.107 5.835 0.348
H 0.516 4.491 -0.619
H 1.625 5.885 1.575
*
```

No. 2
The following is a DFT calculation (ωB97M-V/def2-TZVPD) of a structure of composition C29H48F5N2O4PRuS2Sb.

- HOMO energy (spin up / spin down): -0.3831 / -0.4045 Ha
- Largest force on an atom: 0.8 eV/A
- Frontier orbital gap (spin up / spin down): 8.384 / 6.909 eV
- Calculated total energy: -3516.199240 Ha
- <S²>: 6.04
- Lowest unoccupied orbital energy (spin up / spin down): -2.0411 / -4.0984 eV

ORCA input file:
```
! RIJCOSX wB97M-V def2-TZVPD def2/J DEFGRID3
* xyz 1 5
Ru 0.125 0.444 1.447
O -0.745 -1.429 -1.810
S -0.374 -0.853 -0.549
O -1.421 0.078 0.069
O -0.056 -1.843 0.528
O 0.862 0.039 -0.629
C 2.191 -0.592 -3.929
C 2.259 -2.097 -3.686
C 3.466 -2.716 -4.386
C 0.985 -2.788 -4.167
Sb 2.351 -2.327 -1.482
C 2.318 -4.484 -0.977
C 0.831 -4.825 -1.084
C 3.167 -5.280 -1.953
C 2.789 -4.666 0.461
C 4.199 -1.307 -0.805
C 3.892 0.184 -0.708
C 4.564 -1.836 0.579
C 5.353 -1.550 -1.771
H 1.996 -0.415 -4.991
H 3.131 -0.097 -3.678
H 1.386 -0.123 -3.360
H 3.360 -2.519 -5.458
H 3.512 -3.794 -4.262
H 4.416 -2.296 -4.072
H 0.862 -2.576 -5.234
H 0.099 -2.433 -3.648
H 1.050 -3.871 -4.053
H 0.453 -4.701 -2.098
H 0.229 -4.196 -0.425
H 0.679 -5.870 -0.792
H 2.734 -5.290 -2.951
H 3.214 -6.320 -1.607
H 4.194 -4.913 -2.019
H 2.364 -3.918 1.133
H 3.873 -4.643 0.544
H 2.454 -5.648 0.812
H 3.149 0.392 0.059
H 3.512 0.599 -1.641
H 4.817 0.712 -0.451
H 3.714 -1.829 1.264
H 5.339 -1.189 1.008
H 4.967 -2.844 0.538
H 5.204 -1.040 -2.720
H 5.528 -2.611 -1.963
H 6.266 -1.144 -1.321
C -0.727 3.628 2.529
C -1.878 2.675 2.868
P -1.286 0.982 3.184
C -2.763 -0.085 3.140
C -4.054 0.485 3.737
C -0.595 1.005 4.866
C -1.540 1.370 6.011
H -1.112 4.566 2.131
H -0.077 3.200 1.759
H -0.115 3.854 3.405
H -2.541 2.594 2.005
H -2.456 3.052 3.713
H -2.484 -1.028 3.619
H -2.906 -0.301 2.080
H -3.974 0.673 4.805
H -4.868 -0.224 3.586
H -4.337 1.416 3.246
H 0.235 1.717 4.820
H -0.147 0.023 5.043
H -2.084 2.294 5.816
H -0.969 1.513 6.929
H -2.264 0.578 6.198
N 4.716 -0.420 5.564
C 3.764 -0.191 4.633
C 3.572 1.082 4.077
C 2.583 1.272 3.146
N 1.775 0.292 2.717
C 1.967 -0.940 3.234
C 2.920 -1.218 4.177
H 5.341 0.309 5.855
H 4.864 -1.341 5.933
H 4.191 1.917 4.378
H 2.424 2.248 2.706
H 1.320 -1.719 2.847
H 3.019 -2.226 4.559
F -7.337 2.474 -2.975
C -6.099 2.524 -2.520
C -5.037 2.266 -3.375
F -5.278 1.974 -4.648
C -3.749 2.319 -2.894
F -2.761 2.071 -3.737
C -3.465 2.633 -1.547
S -1.864 2.730 -0.994
C -4.576 2.882 -0.718
F -4.395 3.182 0.566
C -5.867 2.834 -1.186
F -6.895 3.080 -0.380
*
```

No. 3
The following is a DFT calculation (ωB97M-V/def2-TZVPD) of a structure of composition C29H48InNP3S2 in a non-equilibrium geometry.

- HOMO energy (spin up / spin down): -0.5915 / -0.5971 Ha
- Largest force on an atom: 2.6 eV/A
- Frontier orbital gap (spin up / spin down): 4.885 / 4.630 eV
- Calculated total energy: -3198.019353 Ha
- Lowest unoccupied orbital energy (spin up / spin down): -11.2099 / -11.6171 eV

ORCA input file:
```
! RIJCOSX wB97M-V def2-TZVPD def2/J DEFGRID3
* xyz 3 1
In 0.310 -1.033 -0.814
P -0.665 1.779 0.897
P -2.404 -1.098 -0.897
P 2.505 0.906 -0.330
H 0.739 -2.395 -6.884
C 1.717 -2.370 -6.402
C 2.022 -3.251 -5.443
H 1.345 -4.088 -5.255
C -1.076 3.260 -0.122
C -2.239 1.615 1.839
C 0.283 2.584 2.261
C -2.964 -2.466 -1.959
C -3.462 -1.360 0.580
C -3.131 0.379 -1.708
C 3.860 0.406 -1.453
C 3.422 0.910 1.259
C 2.465 2.700 -0.725
H 2.443 -1.690 -6.859
H 3.011 -3.308 -4.976
H -1.385 4.092 0.531
H -1.877 3.011 -0.833
H -0.193 3.541 -0.710
H -2.573 2.608 2.190
H -2.065 0.967 2.719
H -3.024 1.144 1.235
H -0.230 3.514 2.560
H 1.313 2.810 1.962
H 0.324 1.901 3.123
H -3.909 -2.888 -1.590
H -2.201 -3.251 -1.951
H -3.104 -2.114 -2.987
H -4.452 -0.888 0.454
H -2.980 -0.958 1.479
H -3.602 -2.441 0.728
H -4.202 0.204 -1.893
H -2.632 0.557 -2.671
H -3.025 1.279 -1.087
H 4.640 1.180 -1.443
H 3.468 0.269 -2.467
H 4.278 -0.548 -1.108
H 4.236 1.647 1.220
H 3.848 -0.088 1.428
H 2.756 1.145 2.096
H 3.502 3.027 -0.880
H 2.013 3.299 0.076
H 1.905 2.855 -1.656
C 0.643 -1.508 -3.891
C 0.786 -0.190 -4.426
C -0.201 0.278 -5.290
C -1.252 -0.566 -5.706
C -1.444 -1.825 -5.093
C -0.461 -2.314 -4.251
S 1.842 -2.216 -2.922
H 0.778 0.164 -2.153
H 1.729 0.343 -4.254
H -0.179 1.309 -5.664
H -1.902 -0.223 -6.528
H -2.329 -2.439 -5.281
H -0.485 -3.349 -3.899
N 0.678 -1.880 1.207
S -0.236 -2.141 2.526
C 0.393 -3.625 3.352
C -0.530 -4.446 4.030
C -0.074 -5.551 4.757
C 1.294 -5.841 4.788
C 2.212 -5.036 4.109
C 1.758 -3.915 3.392
C 0.112 -0.904 3.810
C 1.415 -0.466 4.009
C 1.672 0.479 5.011
C 0.621 0.942 5.810
C -0.682 0.458 5.638
C -0.947 -0.468 4.628
H 1.457 -2.525 1.168
H -1.588 -4.182 3.992
H -0.782 -6.186 5.289
H 1.648 -6.711 5.331
H 3.281 -5.273 4.135
H 2.475 -3.260 2.892
H 2.222 -0.884 3.401
H 2.689 0.843 5.187
H 0.818 1.683 6.594
H -1.478 0.802 6.299
H -1.941 -0.893 4.494
*
```